Record 1
Computed, not measured: C39H52N2O2SScSi3 as an isolated structure in a non-equilibrium geometry, with wB97M-V/def2-TZVPD.

Geometry (Å):
Sc  -1.198  0.960  -0.543
C  4.577  -3.495  0.770
C  4.376  -2.272  -0.135
C  3.490  -2.684  -1.306
C  5.730  -1.816  -0.695
C  3.753  -1.143  0.682
C  4.457  -0.665  1.801
C  3.958  0.331  2.608
C  2.710  0.858  2.298
S  1.818  2.078  3.129
C  0.526  1.892  1.976
N  0.743  1.015  1.037
C  1.986  0.408  1.194
C  2.524  -0.586  0.375
C  -0.702  2.684  2.094
C  -0.852  3.580  3.159
C  -2.000  4.339  3.251
C  -2.972  4.220  2.260
C  -2.797  3.332  1.209
C  -1.672  2.500  1.100
H  5.005  -4.320  0.195
H  3.623  -3.826  1.183
H  5.248  -3.279  1.601
H  3.970  -3.497  -1.857
H  3.335  -1.858  -1.998
H  2.513  -3.037  -0.970
H  6.172  -2.610  -1.301
H  6.436  -1.567  0.098
H  5.605  -0.933  -1.323
H  5.421  -1.093  2.046
H  4.516  0.686  3.464
H  1.961  -0.901  -0.491
H  -0.080  3.688  3.914
H  -2.132  5.030  4.074
H  -3.865  4.833  2.308
H  -3.564  3.298  0.445
C  -1.929  -3.618  2.743
Si  -1.115  -2.148  1.854
C  0.202  -2.963  0.760
C  -0.335  -1.197  3.284
C  -2.172  -1.067  0.792
C  -2.468  -1.641  -0.533
C  -2.882  -2.956  -0.828
C  -3.137  -3.321  -2.130
C  -2.990  -2.388  -3.156
C  -2.575  -1.119  -2.816
N  -2.319  -0.774  -1.552
Si  -3.753  -0.446  1.523
C  -4.653  0.630  0.258
C  -3.526  0.403  3.184
C  -5.018  -1.820  1.864
H  -1.147  -4.167  3.278
H  -2.418  -4.322  2.068
H  -2.664  -3.297  3.482
H  1.155  -3.070  1.285
H  0.380  -2.380  -0.144
H  -0.123  -3.957  0.446
H  0.655  -1.593  3.520
H  -0.950  -1.291  4.180
H  -0.234  -0.137  3.066
H  -3.015  -3.658  -0.018
H  -3.461  -4.331  -2.355
H  -3.185  -2.642  -4.189
H  -2.434  -0.335  -3.549
H  -3.998  1.290  -0.313
H  -5.410  1.255  0.737
H  -5.158  -0.014  -0.466
H  -2.738  1.153  3.181
H  -3.294  -0.338  3.952
H  -4.459  0.893  3.471
H  -5.213  -2.415  0.970
H  -5.970  -1.381  2.179
H  -4.688  -2.497  2.652
C  -3.416  2.914  -3.989
O  -2.992  1.977  -3.003
C  -2.169  2.463  -1.978
O  -1.911  3.654  -1.973
H  -3.545  2.365  -4.923
H  -2.677  3.706  -4.118
H  -4.369  3.366  -3.701
C  0.276  2.081  -4.094
Si  0.709  0.953  -2.614
C  1.326  -0.613  -3.526
C  2.257  1.825  -1.889
C  2.032  2.978  -1.125
C  3.057  3.623  -0.450
C  4.354  3.128  -0.520
C  4.610  2.001  -1.285
C  3.573  1.368  -1.960
H  1.133  2.139  -4.774
H  0.030  3.089  -3.760
H  -0.583  1.701  -4.653
H  2.287  -0.447  -4.023
H  0.596  -0.843  -4.307
H  1.407  -1.502  -2.902
H  1.022  3.376  -1.042
H  2.841  4.505  0.143
H  5.156  3.618  0.020
H  5.619  1.608  -1.346
H  3.799  0.476  -2.536

Its energy above the lowest of the compared OMol25 structures with the same formula, charge and spin is 0.00 kJ/mol. The HOMO-LUMO gap comes out at 6.61 eV. For the calculated total energy, the calculation gives -3804.9172 Ha. Its charge is -1.



Record 2
Computed, not measured: BrClNO as an isolated structure in a non-equilibrium geometry, with wB97M-V/def2-TZVPD.

Geometry (Å):
N  -0.121  -0.453  0.317
O  0.500  -1.093  -0.450
Cl  1.166  0.634  1.209
Br  -1.545  0.912  -1.076

Its energy above the lowest of the compared OMol25 structures with the same formula, charge and spin is 18.22 kJ/mol. The HOMO-LUMO gap (spin up / spin down) comes out at 7.99 / 7.99 eV. For the calculated total energy, the calculation gives -3164.2029 Ha. Its charge is -1.



Record 3
Computed, not measured: one molecule with the formula C7H10Cl2OSi in a non-equilibrium geometry, with wB97M-V/def2-TZVPD.

Geometry (Å):
C  0.041  -0.094  -1.985
Si  0.146  -0.015  -0.083
C  -0.638  1.750  0.426
C  -0.387  -1.393  1.112
C  2.048  0.197  0.185
C  3.165  1.016  0.054
Cl  3.482  2.575  -0.422
C  4.088  -0.159  0.393
O  5.227  -0.436  0.336
C  2.859  -1.010  0.662
Cl  2.765  -2.488  -0.382
H  0.252  0.814  -2.368
H  0.718  -0.827  -2.351
H  -0.828  -0.543  -2.382
H  -1.550  1.954  -0.008
H  -0.619  1.815  1.482
H  0.018  2.569  0.216
H  -0.198  -1.515  2.105
H  -1.460  -1.370  1.244
H  -0.049  -2.304  0.667
H  2.694  -1.208  1.709

Its energy above the lowest of the compared OMol25 structures with the same formula, charge and spin is 0.00 kJ/mol. The HOMO-LUMO gap comes out at 9.82 eV. For the calculated total energy, the calculation gives -1557.7900 Ha.



Record 4
Computed, not measured: C35H42AsCl2GaN2O3 as an isolated structure in a non-equilibrium geometry, with wB97M-V/def2-TZVPD.

Geometry (Å):
O  0.141  1.900  -3.351
C  0.876  2.623  -4.080
C  0.469  3.141  -5.369
C  -0.589  2.571  -6.123
H  -1.119  1.716  -5.700
C  -0.871  3.109  -7.370
H  -1.685  2.705  -7.977
C  -0.102  4.160  -7.908
H  -0.244  4.507  -8.931
C  0.940  4.739  -7.155
H  1.550  5.559  -7.560
C  1.201  4.236  -5.890
H  1.984  4.678  -5.256
H  1.833  2.966  -3.666
C  3.341  0.406  -2.993
C  2.646  0.708  -1.724
H  4.230  -0.208  -2.802
H  3.635  1.321  -3.528
H  2.668  -0.139  -3.673
C  2.899  0.179  -0.517
C  3.716  -1.013  -0.143
H  2.351  0.552  0.349
H  4.419  -1.324  -0.923
H  3.050  -1.867  0.082
H  4.275  -0.765  0.775
Ga  0.791  1.548  -1.512
Cl  -0.190  -0.476  -1.726
Cl  1.344  3.709  -1.272
H  -3.991  2.083  -3.107
H  -5.048  0.093  -2.885
C  -3.119  1.828  -2.499
C  -4.270  -0.370  -2.277
N  -3.439  0.668  -1.696
H  -2.873  2.653  -1.832
C  -2.859  0.438  -0.486
O  -2.326  1.272  0.234
H  -4.728  -0.923  -1.453
H  -2.904  -0.637  -0.208
H  -2.258  1.656  -3.158
H  -3.693  -1.076  -2.889
H  0.597  2.114  4.430
H  -0.233  4.324  4.106
C  1.153  2.200  3.489
C  0.183  4.401  3.088
N  0.418  3.065  2.572
H  1.328  1.205  3.075
C  0.156  2.785  1.288
O  0.398  1.683  0.721
H  -0.500  4.937  2.435
H  -0.294  3.629  0.739
H  2.109  2.673  3.751
H  1.141  4.946  3.170
C  2.033  -5.892  0.839
C  1.442  -5.129  -0.174
C  0.857  -3.895  0.124
C  0.813  -3.452  1.459
C  1.370  -4.228  2.480
C  2.001  -5.439  2.162
As  -0.011  -1.674  1.723
C  -1.838  -2.275  2.103
C  -2.783  -1.270  2.381
C  -4.121  -1.624  2.581
C  -4.516  -2.959  2.470
C  -3.572  -3.950  2.178
C  -2.225  -3.614  2.007
C  0.546  -1.481  3.613
C  -0.335  -1.484  4.700
C  0.146  -1.148  5.971
C  1.490  -0.829  6.159
C  2.377  -0.861  5.077
C  1.910  -1.207  3.808
H  2.526  -6.837  0.601
H  1.439  -5.483  -1.206
H  0.431  -3.276  -0.669
H  1.326  -3.897  3.517
H  2.469  -6.024  2.955
H  -2.466  -0.225  2.448
H  -4.848  -0.843  2.821
H  -5.566  -3.226  2.594
H  -3.877  -4.989  2.083
H  -1.483  -4.384  1.820
H  -1.381  -1.748  4.569
H  -0.551  -1.128  6.815
H  1.855  -0.545  7.148
H  3.424  -0.613  5.205
H  2.609  -1.258  2.971

Its energy above the lowest of the compared OMol25 structures with the same formula, charge and spin is 238.24 kJ/mol. The HOMO-LUMO gap comes out at 6.37 eV. For the calculated total energy, the calculation gives -6775.0985 Ha.



Record 5
Computed, not measured: one molecule with the formula C3H8N2O in a non-equilibrium geometry, with wB97M-V/def2-TZVPD.

Geometry (Å):
H  -1.955  -1.648  0.297
N  -0.924  -1.467  0.217
C  -0.713  -0.207  -0.020
C  -1.734  0.931  -0.091
N  0.587  0.142  -0.376
C  1.263  1.262  0.254
O  1.521  -0.948  -0.122
H  -1.590  1.672  0.727
H  -1.656  1.516  -1.049
H  -2.775  0.586  -0.002
H  2.211  1.290  -0.275
H  0.689  2.166  0.092
H  1.426  1.095  1.330
H  0.944  -1.727  0.117

Its energy above the lowest of the compared OMol25 structures with the same formula, charge and spin is 264.56 kJ/mol. The HOMO-LUMO gap comes out at 9.86 eV. For the calculated total energy, the calculation gives -303.7914 Ha.



Record 6
Computed, not measured: a 2-piece molecular cluster, C5H12O2 overall in a non-equilibrium geometry, with wB97M-V/def2-TZVPD.

Geometry (Å):
C  -1.588  0.608  2.510
C  -0.914  -0.196  1.388
C  0.129  0.682  0.745
O  1.327  0.585  0.931
H  -0.860  0.960  3.247
H  -2.140  1.476  2.128
H  -2.303  -0.036  3.028
H  -0.405  -1.067  1.806
H  -1.684  -0.535  0.681
H  -0.286  1.537  0.171
C  1.437  0.198  -2.178
C  0.458  -0.628  -1.353
O  0.300  -1.971  -1.765
H  2.459  -0.142  -1.987
H  1.241  0.143  -3.253
H  1.396  1.253  -1.883
H  0.916  -0.602  -0.307
H  -0.555  -0.171  -1.499
H  1.018  -2.179  -2.369

Its energy above the lowest of the compared OMol25 structures with the same formula, charge and spin is 224.68 kJ/mol. The HOMO-LUMO gap comes out at 10.54 eV. For the calculated total energy, the calculation gives -348.1192 Ha.



Question: Which of these has the highest energy above the lowest of the compared OMol25 structures with the same formula, charge and spin?
Answer: C3H8N2O